one | The ion C4H10NS with charge +1, computed with ωB97M-V with the def2-TZVPD basis set.

## Properties
**HOMO-LUMO gap (spin up / spin down)**: 9.71 / 6.05 eV
**Multiplicity**: 1
**Total charge**: +1

CARTESIAN COORDINATES (ANGSTROEM)
C -0.012 -0.724 -0.802
C -0.561 -1.524 0.395
C 0.490 0.640 -0.443
C 1.765 1.187 -0.768
N -1.794 -1.049 1.068
S -0.614 1.598 0.482
H 0.655 -1.395 -1.405
H -0.996 -0.695 -1.410
H 0.176 -1.796 1.304
H 2.503 1.472 -0.039
H 1.725 2.096 -1.447
H 2.442 0.472 -1.420
H -1.591 -0.356 1.854
H -2.140 -1.907 1.389
H -2.366 -0.523 0.376
H 0.318 2.505 0.866

two | The ion C4H10NS with charge +1, computed with ωB97M-V with the def2-TZVPD basis set.

## Properties
**SMILES**: CSC[NH+]1CC1
**HOMO-LUMO gap**: 10.15 eV
**Multiplicity**: 1
**Total charge**: +1

CARTESIAN COORDINATES (ANGSTROEM)
C -0.174 2.514 -0.021
S 0.410 1.724 1.447
C 1.139 0.240 0.804
N -0.225 -0.620 -0.073
C 0.002 -1.745 -0.982
C -0.847 -1.854 0.227
H -1.298 2.365 0.074
H 0.285 2.053 -0.819
H -0.013 3.619 0.066
H 1.429 -0.537 1.575
H 1.695 0.347 -0.045
H -0.756 0.191 -0.359
H 1.023 -2.131 -1.082
H -0.393 -1.762 -2.037
H -1.860 -1.961 0.111
H -0.417 -2.443 1.114

three | A cluster of 2 separate species, C4H10NS in total, computed with ωB97M-V with the def2-TZVPD basis set.

## Properties
**HOMO-LUMO gap (spin up / spin down)**: 6.51 / 7.42 eV
**Multiplicity**: 1
**Total charge**: +1

CARTESIAN COORDINATES (ANGSTROEM)
C 1.805 -1.049 0.513
C 0.725 1.651 -0.255
C -1.366 -0.059 -0.280
C -2.563 -0.768 0.109
N 2.105 0.119 -0.048
S -0.608 1.085 0.701
H 1.636 -0.986 1.538
H 1.200 -1.811 -0.032
H 1.247 2.333 0.402
H 0.584 1.708 -1.313
H -0.984 -0.385 -1.276
H -2.687 -1.208 1.101
H -2.775 -1.677 -0.620
H -3.384 -0.050 -0.054
H 2.621 0.823 0.492
H 2.444 0.274 -0.978

According to the calculations, the structures order from most to least stable as two, one, three.

one | The molecule CH2Cl2, computed with ωB97M-V with the def2-TZVPD basis set.

## Properties
**SMILES**: ClCCl
**HOMO-LUMO gap**: 11.87 eV
**Multiplicity**: 1

CARTESIAN COORDINATES (ANGSTROEM)
Cl 0.736 -0.322 -1.563
C -0.015 -0.152 0.055
Cl -0.778 1.482 0.276
H -0.646 -0.984 0.368
H 0.703 -0.025 0.864

two | The molecule CH2Cl2, computed with ωB97M-V with the def2-TZVPD basis set.

## Properties
**SMILES**: ClCCl
**HOMO-LUMO gap**: 12.11 eV
**Multiplicity**: 1

CARTESIAN COORDINATES (ANGSTROEM)
Cl -1.163 -1.038 0.641
C 0.125 0.079 0.106
Cl 0.075 0.319 -1.655
H -0.083 1.051 0.527
H 1.045 -0.412 0.380

According to the calculations, the structures order from most to least stable as two, one.

one | A structure of composition CH5FNOP, computed with ωB97M-V with the def2-TZVPD basis set.

## Properties
**HOMO-LUMO gap (spin up / spin down)**: 8.15 / 8.15 eV
**Multiplicity**: 1

CARTESIAN COORDINATES (ANGSTROEM)
C 0.998 1.036 -0.550
N -0.815 -0.862 0.304
O -2.196 -1.427 -0.040
F 1.344 -0.151 1.785
P 0.282 0.936 1.141
H 0.697 1.927 -1.012
H 2.038 0.851 -0.441
H 0.352 0.322 -1.220
H -0.378 -1.550 0.904
H -2.323 -1.082 -0.871

two | A cluster of 2 separate species, CH5FNOP in total, computed with ωB97M-V with the def2-TZVPD basis set.

## Properties
**HOMO-LUMO gap (spin up / spin down)**: 8.75 / 7.50 eV
**Multiplicity**: 1

CARTESIAN COORDINATES (ANGSTROEM)
C -1.192 -0.869 0.040
N 1.124 0.601 -0.159
O 2.563 0.374 -0.076
F -1.597 1.645 -0.164
P -1.037 0.680 1.014
H -0.912 -1.726 0.645
H -2.192 -1.016 -0.367
H -0.472 -0.751 -0.778
H 1.078 1.592 -0.404
H 2.638 -0.531 0.249

According to the calculations, the structures order from most to least stable as two, one.

one | A structure of composition H16O8Xe, computed with ωB97M-V with the def2-TZVPD basis set.

## Properties
**HOMO-LUMO gap**: 10.66 eV
**Multiplicity**: 1

CARTESIAN COORDINATES (ANGSTROEM)
Xe -0.745 0.082 -0.063
O -4.075 -1.625 -1.194
H -3.773 -1.727 -0.291
H -4.297 -0.697 -1.270
O 1.743 -0.372 -3.183
H 2.213 -0.046 -2.416
H 2.421 -0.777 -3.725
O 1.599 -3.209 -1.870
H 1.523 -2.330 -2.241
H 2.322 -3.612 -2.350
O -2.926 3.381 -0.933
H -1.971 3.383 -0.864
H -3.164 4.307 -0.987
O 3.135 0.790 -0.502
H 2.810 0.532 0.360
H 4.085 0.838 -0.396
O -4.021 -1.006 1.848
H -3.605 -1.646 2.426
H -3.920 -0.170 2.303
O 1.150 2.467 3.018
H 0.878 2.145 3.878
H 1.104 1.699 2.449
O 2.571 -0.435 1.882
H 2.636 -1.239 1.366
H 2.307 -0.731 2.754

two | A structure of composition H16O8Xe, computed with ωB97M-V with the def2-TZVPD basis set.

## Properties
**HOMO-LUMO gap**: 11.17 eV
**Multiplicity**: 1

CARTESIAN COORDINATES (ANGSTROEM)
Xe -13.780 14.385 16.938
O -15.265 11.012 17.668
H -16.161 10.784 17.916
H -14.798 11.090 18.500
O -16.264 13.747 19.498
H -16.122 13.318 20.342
H -15.464 13.572 19.002
O -16.041 17.387 14.992
H -15.967 17.787 15.858
H -15.891 16.454 15.145
O -14.161 17.564 19.419
H -13.427 18.147 19.611
H -14.491 17.864 18.572
O -16.731 14.576 14.850
H -16.295 13.740 14.685
H -17.309 14.698 14.097
O -11.079 14.964 19.749
H -10.942 15.616 19.062
H -11.925 15.194 20.133
O -11.043 11.863 18.702
H -10.934 11.188 18.033
H -10.753 12.671 18.277
O -15.462 11.352 14.731
H -15.468 11.078 15.648
H -16.063 10.746 14.296

According to the calculations, the structures order from most to least stable as one, two.